{"formula": "C42H27Cl80N3O3P2S2", "method": "ωB97M-V/def2-TZVPD", "elements": ["N", "C", "P", "C", "C", "C", "S", "C", "S", "N", "C", "C", "C", "C", "C", "C", "C", "C", "C", "C", "C", "C", "C", "C", "C", "C", "C", "N", "P", "O", "O", "O", "H", "H", "H", "H", "H", "H", "H", "H", "H", "H", "H", "H", "H", "H", "H", "H", "H", "H", "H", "H", "H", "H", "H", "H", "H", "H", "H", "C", "Cl", "Cl", "Cl", "Cl", "C", "Cl", "Cl", "Cl", "Cl", "C", "Cl", "Cl", "Cl", "Cl", "C", "Cl", "Cl", "Cl", "Cl", "C", "Cl", "Cl", "Cl", "Cl", "C", "Cl", "Cl", "Cl", "Cl", "C", "Cl", "Cl", "Cl", "Cl", "C", "Cl", "Cl", "Cl", "Cl", "C", "Cl", "Cl", "Cl", "Cl", "C", "Cl", "Cl", "Cl", "Cl", "C", "Cl", "Cl", "Cl", "Cl", "C", "Cl", "Cl", "Cl", "Cl", "C", "Cl", "Cl", "Cl", "Cl", "C", "Cl", "Cl", "Cl", "Cl", "C", "Cl", "Cl", "Cl", "Cl", "C", "Cl", "Cl", "Cl", "Cl", "C", "Cl", "Cl", "Cl", "Cl", "C", "Cl", "Cl", "Cl", "Cl", "C", "Cl", "Cl", "Cl", "Cl", "C", "Cl", "Cl", "Cl", "Cl"], "positions_angstrom": [[1.425, -0.135, -0.738], [1.518, -0.760, 0.594], [-0.209, -1.058, 1.294], [-0.741, -0.785, 3.041], [-2.220, -1.195, 3.289], [-3.052, -0.086, 3.987], [-4.478, 0.443, 2.962], [-5.639, -0.892, 3.218], [-6.038, -1.441, 4.695], [-6.270, -1.497, 2.067], [-5.316, -2.131, 1.180], [-4.406, -1.479, 0.355], [-3.544, -2.247, -0.404], [-3.520, -3.625, -0.369], [-4.441, -4.276, 0.448], [-5.310, -3.517, 1.203], [-7.208, -0.641, 1.389], [-7.299, -0.504, 0.012], [-8.231, 0.373, -0.511], [-9.084, 1.114, 0.269], [-9.035, 0.961, 1.654], [-8.099, 0.086, 2.181], [-0.836, 0.669, 0.718], [-0.153, 1.792, 1.172], [-0.608, 3.042, 0.737], [-1.698, 2.993, -0.115], [-2.313, 1.816, -0.511], [-1.894, 0.638, -0.075], [0.428, -3.184, 1.868], [-0.546, -3.840, 2.760], [1.899, -3.265, 2.583], [0.467, -4.064, 0.462], [1.939, -0.675, -1.418], [1.752, 0.820, -0.702], [2.169, -0.202, 1.277], [2.002, -1.728, 0.424], [-1.149, -1.680, 0.426], [-0.116, -1.427, 3.675], [-0.585, 0.234, 3.401], [-2.728, -1.523, 2.379], [-2.241, -2.063, 3.953], [-3.505, -0.499, 4.886], [-2.455, 0.774, 4.297], [-4.389, -0.398, 0.320], [-2.814, -1.749, -1.040], [-2.820, -4.221, -0.947], [-4.439, -5.355, 0.513], [-6.016, -4.036, 1.846], [-6.643, -1.065, -0.640], [-8.296, 0.516, -1.587], [-9.797, 1.818, -0.147], [-9.737, 1.532, 2.250], [-8.059, -0.041, 3.252], [0.709, 1.707, 1.827], [-0.153, 3.973, 1.052], [-2.103, 3.931, -0.490], [-3.151, 1.882, -1.200], [2.507, -3.521, 1.866], [-0.257, -3.776, -0.107], [-3.995, 1.928, 8.017], [-2.783, 1.215, 9.088], [-4.580, 0.714, 6.870], [-5.351, 2.534, 8.974], [-3.269, 3.269, 7.115], [3.182, 1.391, 5.773], [2.370, 0.000, 5.036], [2.214, 2.849, 5.521], [3.380, 1.099, 7.502], [4.767, 1.605, 5.026], [0.112, 2.422, -4.054], [-0.491, 2.581, -2.391], [0.055, 3.990, -4.867], [1.785, 1.836, -4.022], [-0.901, 1.258, -4.921], [1.137, -2.287, -5.406], [0.351, -3.868, -5.482], [2.820, -2.438, -5.924], [0.285, -1.157, -6.466], [1.079, -1.685, -3.743], [-2.969, -0.847, -9.173], [-3.214, -2.574, -9.450], [-1.598, -0.286, -10.133], [-4.423, 0.041, -9.651], [-2.644, -0.565, -7.456], [6.749, 1.452, 1.378], [5.160, 0.710, 1.597], [6.707, 2.520, -0.040], [7.170, 2.381, 2.824], [7.961, 0.185, 1.136], [6.455, 0.030, -3.537], [6.232, -1.621, -4.137], [7.511, 0.929, -4.629], [4.881, 0.834, -3.444], [7.195, -0.022, -1.935], [-8.964, 2.705, 5.809], [-9.542, 4.368, 5.642], [-7.252, 2.702, 6.220], [-9.888, 1.887, 7.079], [-9.159, 1.835, 4.284], [3.720, 6.172, 8.123], [2.416, 6.858, 7.143], [5.214, 7.069, 7.824], [3.295, 6.287, 9.833], [3.951, 4.477, 7.687], [8.699, 3.690, -7.411], [10.064, 2.880, -6.632], [8.007, 2.626, -8.641], [7.473, 4.062, -6.193], [9.251, 5.186, -8.170], [3.166, 5.297, 13.607], [3.042, 4.989, 15.343], [2.792, 6.996, 13.283], [4.808, 4.942, 13.061], [2.020, 4.267, 12.742], [5.601, -3.956, 0.304], [3.971, -4.609, 0.536], [5.668, -3.074, -1.239], [5.964, -2.843, 1.626], [6.780, -5.268, 0.301], [3.891, -7.142, -3.095], [4.582, -5.625, -2.508], [3.351, -6.936, -4.767], [5.115, -8.415, -3.022], [2.514, -7.586, -2.080], [-2.135, -0.946, -14.408], [-3.030, -0.478, -15.859], [-0.506, -0.262, -14.474], [-2.967, -0.337, -12.974], [-2.031, -2.708, -14.322], [-6.102, -7.344, -2.123], [-5.107, -7.599, -3.566], [-6.129, -8.824, -1.158], [-5.413, -6.018, -1.150], [-7.749, -6.929, -2.611], [12.082, 6.394, -4.936], [10.480, 5.674, -4.754], [12.109, 7.411, -6.381], [12.453, 7.379, -3.515], [13.288, 5.111, -5.096], [8.916, 6.324, 2.181], [8.086, 4.958, 1.427], [7.976, 7.800, 1.931], [9.084, 6.020, 3.916], [10.518, 6.515, 1.458], [-9.292, -8.099, -5.991], [-9.885, -8.937, -7.430], [-10.664, -7.493, -5.054], [-8.353, -9.217, -4.999], [-8.267, -6.743, -6.478], [-0.027, 3.965, -8.801], [-1.356, 4.980, -8.226], [-0.120, 3.814, -10.561], [1.515, 4.705, -8.353], [-0.149, 2.365, -8.066], [5.033, -2.344, 9.403], [5.688, -0.855, 10.098], [4.358, -1.997, 7.809], [6.324, -3.542, 9.253], [3.762, -2.975, 10.456]], "homo_lumo_gap_ev": 7.406, "lumo_energy_ev": -0.64, "largest_force_ev_per_a": 2.06, "total_energy_ev": -1096638.8867, "spin_multiplicity": 1, "e_above_lowest_ev": 0.314}